# 1
Density functional theory data (ωB97M-V/def2-TZVPD) for a cluster of 5 separate species, C20H35N5 in total in a non-equilibrium geometry.

As for the expectation value of S²: 0.750. As for the total energy: -1056.71250 Ha. Its relative energy (zero: lowest compared OMol25 entry of this formula, charge and spin) is 1.0182 eV. The value obtained for the highest occupied orbital energy (alpha / beta) is 0.023 / -0.311 hartree. For the LUMO energy (alpha / beta), the calculation gives 0.09060 / 0.08740 Ha.

Geometry as ORCA input:
```
! wB97M-V def2-TZVPD RIJCOSX def2/J DEFGRID3
* xyz -1 2
C -0.651 -1.817 -5.048
C -0.664 -3.203 -4.326
C -1.789 -3.452 -3.325
C -1.596 -2.687 -2.020
N -1.426 -2.158 -1.015
H -1.176 -1.590 -5.976
H 0.313 -1.414 -5.359
H -1.017 -0.977 -4.457
H 0.350 -3.322 -3.944
H -0.661 -3.914 -5.152
H -1.865 -4.488 -2.995
H -2.786 -3.288 -3.734
C -3.825 2.561 -2.260
C -3.417 1.857 -0.959
C -4.607 2.003 0.037
C -5.876 1.511 -0.578
N -6.818 1.086 -1.041
H -4.603 3.313 -2.135
H -4.225 1.874 -3.006
H -2.996 3.060 -2.763
H -2.664 2.310 -0.313
H -3.093 0.831 -1.131
H -4.953 3.013 0.255
H -4.333 1.526 0.978
C 0.703 -2.041 4.580
C -0.637 -1.548 5.069
C -0.957 -1.733 6.542
C -1.214 -3.130 6.928
N -1.359 -4.231 7.288
H 1.531 -1.590 5.126
H 0.830 -1.934 3.503
H 0.839 -3.092 4.837
H -1.383 -2.081 4.478
H -0.522 -0.474 4.922
H -1.936 -1.280 6.698
H -0.164 -1.319 7.165
C 6.210 1.820 -2.352
C 5.138 2.741 -1.826
C 3.835 2.118 -1.224
C 3.146 1.071 -1.957
N 2.574 0.266 -2.526
H 5.901 1.416 -3.316
H 6.287 0.956 -1.691
H 7.227 2.207 -2.420
H 5.107 3.515 -2.593
H 5.537 3.319 -0.993
H 3.094 2.842 -0.883
H 4.169 1.613 -0.318
C 2.249 0.849 1.860
C 1.251 0.995 0.656
C -0.052 0.129 0.772
C -0.983 0.641 1.725
N -1.762 1.057 2.480
H 1.732 1.017 2.805
H 3.004 1.626 1.739
H 2.696 -0.145 1.847
H 1.826 0.526 -0.143
H 0.949 2.014 0.412
H 0.222 -0.846 1.174
H -0.710 0.074 -0.095
*
```

---

# 2
Density functional theory data (ωB97M-V/def2-TZVPD) for a cluster of 5 separate species, C20H35N5 in total in a non-equilibrium geometry.

As for the expectation value of S²: 0.759. As for the total energy: -1056.33282 Ha. Its relative energy (zero: lowest compared OMol25 entry of this formula, charge and spin) is 0.3509 eV. The value obtained for the highest occupied orbital energy (alpha / beta) is -0.472 / -0.472 hartree. For the LUMO energy (alpha / beta), the calculation gives -0.09717 / -0.39893 Ha.

Geometry as ORCA input:
```
! wB97M-V def2-TZVPD RIJCOSX def2/J DEFGRID3
* xyz 1 2
C 1.528 1.372 -0.808
C 0.036 1.213 -0.868
C -0.671 0.783 0.422
C -1.115 1.973 1.205
N -1.562 2.869 1.855
H 1.992 0.405 -0.617
H 2.021 2.157 -0.234
H 1.799 1.759 -1.791
H -0.298 0.545 -1.662
H -0.425 2.166 -1.127
H -0.004 0.344 1.165
H -1.544 0.158 0.231
C 0.534 3.747 5.884
C 0.270 5.226 5.454
C -1.103 5.369 4.738
C -2.242 4.839 5.542
N -3.175 4.456 6.142
H 1.585 3.478 5.993
H 0.210 3.242 4.974
H -0.021 3.413 6.760
H 1.062 5.503 4.757
H 0.516 5.931 6.249
H -1.105 4.842 3.784
H -1.462 6.345 4.411
C -3.340 -2.242 4.083
C -2.845 -0.924 4.466
C -2.856 -0.007 3.236
C -4.171 0.243 2.701
N -5.211 0.464 2.253
H -2.576 -2.790 3.532
H -4.307 -2.191 3.583
H -3.466 -2.929 4.919
H -1.786 -1.021 4.709
H -3.332 -0.470 5.329
H -2.134 -0.357 2.497
H -2.433 0.995 3.304
C 3.714 0.378 -4.126
C 3.702 0.083 -5.646
C 4.059 -1.272 -6.204
C 5.234 -1.946 -5.708
N 6.136 -2.544 -5.276
H 3.358 1.391 -3.937
H 4.672 0.387 -3.608
H 3.066 -0.298 -3.569
H 4.256 0.909 -6.092
H 2.702 0.427 -5.910
H 4.167 -1.186 -7.285
H 3.241 -1.991 -6.156
C -1.064 -4.685 -5.036
C -0.979 -5.266 -3.654
C 0.138 -4.763 -2.734
C 0.056 -3.331 -2.299
N -0.090 -2.238 -1.907
H -1.492 -3.687 -4.946
H -1.700 -5.186 -5.766
H -0.049 -4.570 -5.418
H -0.935 -6.346 -3.796
H -1.879 -5.088 -3.066
H 1.113 -4.903 -3.200
H 0.202 -5.181 -1.730
*
```

---

# 3
Density functional theory data (ωB97M-V/def2-TZVPD) for a structure of composition C20H35N7SY.

As for the total energy: -1602.16334 Ha. Its relative energy (zero: lowest compared OMol25 entry of this formula, charge and spin) is 0.1928 eV. The value obtained for the highest occupied orbital energy is -0.632 hartree. For the LUMO energy, the calculation gives -0.35282 Ha.

Geometry as ORCA input:
```
! wB97M-V def2-TZVPD RIJCOSX def2/J DEFGRID3
* xyz 3 1
Y -0.599 -0.048 -0.611
C -0.383 -4.246 1.461
C -0.203 -2.969 0.722
N -1.067 -2.032 0.602
C -2.482 -2.148 0.978
C -3.243 -1.043 0.230
N -2.763 -0.976 -1.177
C -3.530 -0.127 -2.129
C -3.236 1.354 -1.953
N -1.780 1.672 -1.889
C -1.064 1.973 -3.165
C -0.344 0.779 -3.785
N 0.388 0.013 -2.770
C 1.451 -0.659 -3.034
C 2.171 -0.642 -4.337
C 1.877 -1.625 -1.952
C 3.023 -2.407 -1.970
C 3.178 -3.373 -0.981
C 2.175 -3.583 -0.041
C 1.060 -2.763 -0.083
N 0.959 -1.787 -0.993
H -1.339 -4.298 1.974
H 0.410 -4.350 2.206
H -0.292 -5.098 0.782
H -2.632 -2.039 2.054
H -2.868 -3.129 0.691
H -3.056 -0.069 0.710
H -4.321 -1.205 0.293
H -2.758 -1.923 -1.548
H -4.605 -0.291 -2.026
H -3.249 -0.460 -3.129
H -3.672 1.709 -1.017
H -3.725 1.914 -2.753
H -1.713 2.526 -1.341
H -0.324 2.737 -2.927
H -1.745 2.403 -3.902
H 0.292 1.145 -4.591
H -1.057 0.086 -4.243
H 1.638 -1.274 -5.054
H 3.185 -1.020 -4.257
H 2.215 0.364 -4.752
H 3.777 -2.293 -2.734
H 4.066 -3.991 -0.971
H 2.262 -4.379 0.685
C 2.305 3.876 1.343
N 1.719 3.211 2.511
C 1.984 3.901 3.786
C 0.822 2.242 2.405
S -0.046 2.085 0.886
N 0.536 1.452 3.442
C -0.709 0.699 3.529
C 1.529 1.120 4.474
H 3.282 4.255 1.635
H 1.680 4.710 1.023
H 2.429 3.173 0.526
H 1.966 4.970 3.582
H 2.960 3.638 4.191
H 1.203 3.676 4.504
H -1.526 1.256 3.079
H -0.934 0.541 4.582
H -0.611 -0.280 3.047
H 2.524 1.397 4.139
H 1.502 0.041 4.625
H 1.309 1.608 5.421
*
```

---

# 4
Density functional theory data (ωB97M-V/def2-TZVPD) for a structure of composition C20H36AuGeIO2P.

As for the total energy: -3785.91458 Ha. Its relative energy (zero: lowest compared OMol25 entry of this formula, charge and spin) is 0.0041 eV. The value obtained for the highest occupied orbital energy is -0.176 hartree. For the LUMO energy, the calculation gives 0.07682 Ha.

Geometry as ORCA input:
```
! wB97M-V def2-TZVPD RIJCOSX def2/J DEFGRID3
* xyz -1 1
Au 1.685 2.229 -0.712
C 2.898 -0.810 -2.646
Ge 4.062 0.072 -1.332
C 5.917 -0.247 -1.950
C 3.875 -0.859 0.386
C 3.663 1.957 -1.142
H 3.161 -1.865 -2.754
H 2.983 -0.330 -3.623
H 1.860 -0.736 -2.314
H 6.127 -1.317 -2.028
H 6.635 0.194 -1.254
H 6.077 0.206 -2.931
H 4.025 -1.936 0.278
H 2.868 -0.677 0.763
H 4.595 -0.478 1.113
H 3.924 2.477 -2.070
H 4.295 2.374 -0.350
C -2.668 -1.767 -0.766
C -1.627 -0.649 -0.775
C -1.213 -0.308 -2.208
P -0.088 -0.863 0.279
C -0.661 -0.110 1.888
C 0.528 0.309 2.753
C -1.729 -0.862 2.679
C -0.043 -2.698 0.602
C 0.402 -3.389 -0.690
C 0.956 -3.037 1.710
H -3.532 -1.470 -1.369
H -3.030 -1.999 0.236
H -2.276 -2.690 -1.199
H -2.090 0.246 -0.351
H -0.710 -1.155 -2.686
H -0.530 0.541 -2.218
H -2.091 -0.060 -2.814
H -1.121 0.817 1.540
H 1.066 -0.551 3.160
H 0.187 0.925 3.589
H 1.229 0.911 2.171
H -1.378 -1.835 3.031
H -2.630 -1.023 2.085
H -2.019 -0.281 3.559
H -1.032 -3.068 0.889
H 1.423 -3.086 -0.942
H -0.229 -3.136 -1.543
H 0.389 -4.477 -0.570
H 1.929 -2.583 1.505
H 1.099 -4.121 1.766
H 0.628 -2.695 2.690
I -7.333 3.331 0.125
C -5.241 3.237 0.229
C -4.604 3.589 1.409
C -3.219 3.522 1.469
C -2.479 3.102 0.371
C -3.140 2.754 -0.802
C -4.525 2.822 -0.882
C -0.964 2.998 0.486
O -0.419 3.451 1.487
O -0.420 2.432 -0.525
H -5.178 3.907 2.269
H -2.684 3.792 2.370
H -2.551 2.421 -1.646
H -5.036 2.552 -1.796
*
```